Entry 1:
Below is a molecular structure, C45H32CdN8O4, with properties calculated with ωB97M-V/def2-TZVPD.

Its net charge is -2. The largest force on an atom comes out at 1.06 eV/Å. The calculation puts the orbital gap at 3.33 eV. Its spin multiplicity is 1. The calculation puts the LUMO energy at 3.92 eV. The energy above the lowest of the compared OMol25 structures with the same formula, charge and spin is 29.8 kcal/mol.

Each line ends with the Mulliken charge.
Element x y z (Å)
Cd: 0.013 0.245 -1.007  3.20
O: -1.623 3.743 0.306  -0.72
C: -1.694 2.663 -0.245  -0.25
N: -1.093 2.348 -1.488  2.40
C: -0.054 3.236 -2.007  0.02
C: -0.265 4.608 -2.068  -0.29
C: 0.643 5.456 -2.677  -0.99
C: 1.783 4.923 -3.259  -0.53
C: 2.026 3.565 -3.185  -1.05
C: 1.146 2.685 -2.525  -0.50
N: 1.446 1.347 -2.282  0.02
C: 2.435 0.698 -2.895  0.10
O: 3.114 1.036 -3.877  -0.86
C: 2.807 -0.627 -2.249  0.13
C: 3.951 -1.276 -2.719  -0.65
C: 4.352 -2.458 -2.132  -0.40
C: 3.597 -2.970 -1.084  -1.55
C: 2.476 -2.267 -0.683  -0.48
N: 2.090 -1.124 -1.242  0.60
C: -2.441 1.545 0.390  0.40
C: -3.122 1.775 1.588  -1.20
C: -3.731 0.716 2.229  -0.43
C: -3.638 -0.557 1.674  -0.84
C: -2.913 -0.697 0.499  -0.27
N: -2.336 0.314 -0.127  0.33
H: -1.152 5.029 -1.624  0.29
H: 0.443 6.521 -2.717  0.35
H: 2.490 5.569 -3.767  0.38
H: 2.913 3.150 -3.632  0.44
H: 4.487 -0.817 -3.536  0.51
H: 5.234 -2.980 -2.485  0.39
H: 3.865 -3.899 -0.597  0.48
H: 1.855 -2.633 0.127  1.03
H: -3.139 2.777 1.995  0.46
H: -4.255 0.859 3.166  0.40
H: -4.091 -1.414 2.153  0.44
H: -2.778 -1.670 0.035  0.42
C: -0.177 -4.762 -3.510  -0.68
C: -0.494 -3.867 -4.532  -0.45
C: -0.775 -2.542 -4.267  -0.86
C: -0.720 -2.030 -2.942  -0.14
C: -0.441 -2.965 -1.913  -0.18
C: -0.166 -4.287 -2.199  -0.56
N: -0.971 -0.730 -2.626  1.53
N: -1.706 -0.092 -3.584  -1.12
C: -2.213 1.122 -3.483  -0.16
C: -3.089 1.424 -4.603  -0.70
C: -3.923 2.496 -4.660  -0.45
C: -3.978 3.408 -3.582  -0.96
C: -3.089 3.229 -2.546  -0.70
C: -2.157 2.185 -2.489  0.30
H: 0.041 -5.803 -3.726  0.33
H: -0.521 -4.223 -5.558  0.32
H: -1.023 -1.852 -5.060  0.38
H: -0.470 -2.622 -0.884  0.30
H: 0.052 -4.972 -1.384  0.36
H: -3.063 0.700 -5.409  0.37
H: -4.553 2.647 -5.532  0.32
H: -4.653 4.256 -3.593  0.36
H: -3.081 3.965 -1.748  0.24
O: 1.143 2.709 1.609  -0.76
C: 0.807 1.599 1.953  -0.96
N: 0.711 1.199 3.294  -0.03
C: 0.667 -0.247 3.382  3.69
C: 0.338 -0.576 1.887  -0.88
O: 0.038 -1.701 1.508  -0.76
N: 0.481 0.528 1.146  0.35
C: 2.040 -0.790 3.763  -0.40
C: 2.443 -0.744 5.098  -0.17
C: 3.714 -1.151 5.467  -0.85
C: 4.606 -1.616 4.509  -0.44
C: 4.213 -1.660 3.179  -0.83
C: 2.942 -1.245 2.808  -0.02
C: -0.427 -0.785 4.275  -0.86
C: -1.357 0.052 4.877  -0.49
C: -2.379 -0.475 5.655  -0.77
C: -2.494 -1.846 5.824  -0.43
C: -1.571 -2.688 5.218  -0.91
C: -0.541 -2.163 4.455  -0.20
H: 1.216 1.738 3.978  0.32
H: 1.748 -0.388 5.851  0.39
H: 4.015 -1.104 6.507  0.37
H: 5.598 -1.941 4.798  0.38
H: 4.901 -2.014 2.421  0.47
H: 2.656 -1.267 1.764  0.13
H: -1.286 1.119 4.710  0.37
H: -3.097 0.190 6.121  0.44
H: -3.302 -2.257 6.417  0.38
H: -1.660 -3.762 5.334  0.40
H: 0.170 -2.818 3.969  0.45

=====

Entry 2:
Below is a molecular structure, C20H41EuN3S2Si2, with properties calculated with ωB97M-V/def2-TZVPD.

Its net charge is +1. The largest force on an atom comes out at 9.74 eV/Å. The calculation puts the orbital gap (alpha / beta) at 6.95 / 5.59 eV. Its spin multiplicity is 7. The calculation puts the LUMO energy (alpha / beta) at -2.58 / -4.21 eV.

Each line ends with the Mulliken charge.
Element x y z (Å)
Eu: -0.391 -0.184 -1.578  0.37
S: 1.217 1.432 -2.497  0.14
S: -2.045 -1.974 -1.453  0.06
C: 1.229 3.036 -1.643  -0.39
C: 0.289 1.850 -4.033  -0.85
C: -1.204 1.655 -3.903  -0.75
N: -1.492 0.276 -3.475  -0.35
C: -2.919 -0.023 -3.271  -0.79
C: -3.084 -1.477 -2.894  -0.78
H: 0.700 1.207 -4.809  0.45
H: 0.531 2.873 -4.306  0.55
H: -1.681 1.881 -4.862  0.43
H: -1.621 2.330 -3.164  0.40
H: -3.502 0.180 -4.175  0.44
H: -3.288 0.630 -2.486  0.40
H: -2.783 -2.129 -3.713  0.42
H: -4.120 -1.711 -2.665  0.56
C: -3.223 -1.816 -0.078  -0.30
H: -1.153 -0.343 -4.206  0.38
H: -3.710 -0.848 -0.077  0.29
H: -2.652 -1.933 0.836  -0.39
H: -3.953 -2.616 -0.151  0.54
H: 1.697 2.873 -0.679  -0.81
H: 0.227 3.420 -1.500  0.45
H: 1.833 3.731 -2.218  0.45
C: 1.030 -1.767 -1.896  -0.93
C: 0.469 -1.524 -3.083  -1.00
H: 0.667 -2.553 -1.252  0.42
H: 1.915 -1.244 -1.567  0.37
H: -0.350 -2.130 -3.450  0.68
H: 0.902 -0.818 -3.778  0.75
C: 1.216 2.752 1.761  -0.91
Si: 2.367 1.347 1.148  0.07
C: 3.935 2.011 0.330  -1.09
C: 3.143 0.662 2.733  -1.20
N: 1.583 0.046 0.087  0.92
C: 1.624 -1.176 0.792  0.26
C: 2.810 -1.870 1.086  -0.88
C: 2.741 -3.065 1.804  -0.95
C: 1.499 -3.551 2.229  -1.03
C: 0.322 -2.845 1.931  -0.54
C: 0.401 -1.655 1.186  0.53
N: -0.702 -0.838 0.826  0.20
Si: -1.545 -0.089 2.285  -0.25
C: -0.367 0.095 3.747  -0.89
C: -2.452 1.474 1.844  -1.01
C: -2.754 -1.239 3.193  -1.14
H: 1.807 3.399 2.441  0.40
H: 0.356 2.378 2.319  0.14
H: 0.754 3.419 1.017  0.33
H: 4.407 2.747 1.014  0.35
H: 4.638 1.168 0.176  0.31
H: 3.780 2.496 -0.650  0.35
H: 2.442 0.067 3.341  0.33
H: 4.012 0.021 2.492  0.32
H: 3.523 1.510 3.339  0.40
H: 3.768 -1.491 0.750  0.61
H: 3.653 -3.609 2.029  0.43
H: 1.453 -4.478 2.786  0.43
H: -0.630 -3.236 2.252  0.45
H: 0.455 0.790 3.590  0.09
H: -0.932 0.452 4.630  0.47
H: 0.074 -0.894 3.996  0.32
H: -3.247 1.230 1.113  0.29
H: -2.915 1.881 2.768  0.36
H: -1.760 2.213 1.406  0.24
H: -3.675 -1.472 2.629  0.35
H: -2.240 -2.184 3.472  0.30
H: -3.075 -0.747 4.133  0.42

=====

Entry 3:
Below is 4 unconnected molecules or ions with the total composition C25H16ClN2O14S, with properties calculated with ωB97M-V/def2-TZVPD.

Its net charge is +1. The largest force on an atom comes out at 1.61 eV/Å. The calculation puts the orbital gap at 6.66 eV. Its spin multiplicity is 1. The calculation puts the LUMO energy at -4.58 eV.

Each line ends with the Mulliken charge.
Element x y z (Å)
O: -1.672 5.572 -1.391  -0.39
C: -1.605 4.444 -0.988  -0.25
O: -2.516 3.935 -0.090  -0.41
C: -0.506 3.492 -1.409  0.92
C: 0.671 3.483 -0.682  -0.59
C: 1.639 2.619 -1.055  -0.14
N: 1.433 1.811 -2.100  0.62
N: 2.471 0.903 -2.452  -0.95
C: 2.667 0.111 -1.516  0.54
S: 2.774 -0.786 -0.289  -0.19
C: 0.311 1.797 -2.811  0.47
Cl: 0.076 0.744 -4.130  -0.07
C: -0.698 2.653 -2.475  -0.53
H: -3.325 3.744 -0.585  0.36
H: 0.828 4.152 0.151  0.50
H: 2.576 2.554 -0.517  0.50
H: -1.628 2.693 -3.021  0.52
C: -2.357 -2.271 -0.286  -1.10
C: -2.704 -3.267 0.546  0.39
C: -1.770 -4.410 0.840  0.99
O: -2.131 -5.267 1.615  -0.57
C: -0.474 -4.430 0.168  -0.90
C: -0.141 -3.439 -0.664  0.32
C: -1.059 -2.286 -0.927  1.04
O: -0.659 -1.403 -1.676  -0.47
O: 1.025 -3.407 -1.318  -0.62
O: -3.877 -3.300 1.156  -0.57
H: -3.015 -1.441 -0.501  0.45
H: 0.182 -5.266 0.369  0.46
H: 1.002 -2.596 -1.855  0.27
H: -3.874 -4.116 1.697  0.34
C: 8.171 3.005 -3.531  -0.94
C: 7.310 3.197 -2.524  0.27
C: 5.937 2.595 -2.539  1.14
O: 5.196 2.788 -1.583  -0.65
C: 5.544 1.810 -3.692  -0.92
C: 6.400 1.616 -4.705  0.33
C: 7.786 2.197 -4.681  0.83
O: 8.522 1.973 -5.618  -0.59
O: 6.081 0.908 -5.778  -0.56
O: 7.619 3.930 -1.454  -0.56
H: 9.164 3.432 -3.531  0.43
H: 4.545 1.400 -3.692  0.57
H: 6.872 0.921 -6.354  0.36
H: 6.834 3.912 -0.878  0.34
C: -4.849 -1.020 5.626  -0.92
C: -4.286 -2.175 5.258  0.40
C: -5.094 -3.425 5.077  1.02
O: -4.532 -4.445 4.720  -0.63
C: -6.523 -3.365 5.340  -1.04
C: -7.089 -2.209 5.714  0.41
C: -6.285 -0.952 5.868  0.95
O: -6.857 0.070 6.190  -0.60
O: -8.389 -2.105 5.967  -0.56
O: -2.977 -2.293 5.027  -0.58
H: -4.276 -0.112 5.757  0.43
H: -7.091 -4.277 5.223  0.43
H: -8.541 -1.173 6.213  0.36
H: -2.836 -3.226 4.780  0.33

=====

Entry 4:
Below is a gas-phase ion, C4H11NP (charge +1), with properties calculated with ωB97M-V/def2-TZVPD.

Its net charge is +1. The largest force on an atom comes out at 4.00 eV/Å. The calculation puts the orbital gap at 10.03 eV. Its spin multiplicity is 1. The calculation puts the LUMO energy at -3.49 eV. The energy above the lowest of the compared OMol25 structures with the same formula, charge and spin is 16.2 kcal/mol.

Each line ends with the Mulliken charge.
Element x y z (Å)
C: 0.325 -1.542 0.272  -0.65
C: -0.878 -0.638 0.137  -0.85
C: 1.415 -0.880 -0.583  -0.68
C: -0.314 0.802 0.552  -0.23
N: -1.037 1.800 -0.380  -0.32
P: 1.607 0.785 0.086  -0.04
H: 0.434 -1.742 1.325  0.34
H: 0.009 -2.606 -0.141  0.33
H: -1.019 -0.523 -0.977  0.43
H: -1.802 -0.914 0.678  0.33
H: 2.397 -1.354 -0.549  0.42
H: 1.143 -0.824 -1.626  0.33
H: -0.528 1.267 1.528  0.47
H: -2.007 1.781 -0.152  0.34
H: -1.110 1.290 -1.264  0.33
H: -0.582 2.726 -0.411  0.36
H: 1.948 0.572 1.506  0.10

=====

Please write out number 4 again, unchanged.
Below is a gas-phase ion, C4H11NP (charge +1), with properties calculated with ωB97M-V/def2-TZVPD.

Its net charge is +1. The largest force on an atom comes out at 4.00 eV/Å. The calculation puts the orbital gap at 10.03 eV. Its spin multiplicity is 1. The calculation puts the LUMO energy at -3.49 eV. The energy above the lowest of the compared OMol25 structures with the same formula, charge and spin is 16.2 kcal/mol.

Each line ends with the Mulliken charge.
Element x y z (Å)
C: 0.325 -1.542 0.272  -0.65
C: -0.878 -0.638 0.137  -0.85
C: 1.415 -0.880 -0.583  -0.68
C: -0.314 0.802 0.552  -0.23
N: -1.037 1.800 -0.380  -0.32
P: 1.607 0.785 0.086  -0.04
H: 0.434 -1.742 1.325  0.34
H: 0.009 -2.606 -0.141  0.33
H: -1.019 -0.523 -0.977  0.43
H: -1.802 -0.914 0.678  0.33
H: 2.397 -1.354 -0.549  0.42
H: 1.143 -0.824 -1.626  0.33
H: -0.528 1.267 1.528  0.47
H: -2.007 1.781 -0.152  0.34
H: -1.110 1.290 -1.264  0.33
H: -0.582 2.726 -0.411  0.36
H: 1.948 0.572 1.506  0.10